A cluster of 5 separate species, C40H54IN4O11P in total, computed with ωB97M-V/def2-TZVPD.

Geometry (Å):
C: -6.01641 -0.85628 -3.15454
C: -4.56347 -0.70600 -3.90188
C: -3.36289 -0.59649 -2.77822
C: -1.98353 -1.12300 -3.50942
C: -1.42915 -2.49723 -2.75919
C: -0.19876 -2.13270 -1.68685
C: -0.00370 -3.34942 -0.60394
C: -0.34750 -2.95378 0.95008
C: -1.90301 -2.37596 1.15811
C: -1.71898 -0.78832 1.58454
C: -3.12705 0.03608 1.74562
C: -2.80712 1.60987 2.21061
P: -1.52564 2.48887 1.09784
O: -2.52405 1.99781 -0.28716
C: -1.80556 4.33250 0.53347
C: -2.80018 4.44259 -0.77534
O: -2.21530 4.55818 -1.98776
I: -4.99101 4.44673 -0.73555
O: -0.51262 2.97268 2.42891
C: 0.33562 1.87562 2.91953
C: 1.92182 2.38155 3.07930
H: -6.77063 -1.39831 -3.87279
H: -6.43415 0.18262 -2.81438
H: -5.90523 -1.52518 -2.19183
H: -4.59344 0.25852 -4.57954
H: -4.40438 -1.64934 -4.60688
H: -3.60000 -1.31200 -1.88172
H: -3.27942 0.50640 -2.35546
H: -2.23476 -1.39776 -4.63149
H: -1.18403 -0.26611 -3.42294
H: -2.27234 -3.03687 -2.13176
H: -0.92693 -3.20894 -3.56797
H: 0.80203 -2.00777 -2.32521
H: -0.41304 -1.07932 -1.20838
H: -0.67703 -4.24986 -0.93400
H: 1.15717 -3.62671 -0.62601
H: 0.41013 -2.15473 1.40456
H: -0.28572 -3.91232 1.63475
H: -2.47104 -2.91820 2.03855
H: -2.50929 -2.53606 0.16961
H: -1.11582 -0.71356 2.61176
H: -0.98104 -0.32882 0.76643
H: -3.81300 -0.00973 0.78119
H: -3.74205 -0.52220 2.60310
H: -2.46626 1.55898 3.35286
H: -3.84773 2.17065 2.22616
H: -0.41712 1.81857 0.40403
H: -1.94849 1.38154 -0.83957
H: -2.18887 4.95470 1.44980
H: -0.74217 4.73774 0.17390
H: 0.38065 0.93224 2.22874
H: -0.04024 1.49707 3.98707
H: 2.35520 2.68161 2.01612
H: 2.58633 1.50468 3.53445
H: 1.98359 3.28947 3.82057
O: -3.27367 1.50307 5.61684
N: -3.31969 0.28470 5.39064
O: -2.54645 -0.31764 4.63213
C: -4.36447 -0.49651 6.06340
C: -5.28397 0.15013 6.90074
C: -6.29040 -0.59451 7.51881
C: -6.37337 -1.97135 7.30534
C: -5.44995 -2.61438 6.47926
C: -4.44076 -1.87983 5.85344
H: -5.23290 1.22232 7.07722
H: -7.01287 -0.10075 8.16518
H: -7.16328 -2.54684 7.78498
H: -5.51943 -3.68821 6.32019
H: -3.73073 -2.39524 5.21005
O: 0.24388 1.12588 -4.61315
N: 1.36380 1.61078 -4.83307
O: 2.25404 1.05110 -5.48903
C: 1.65671 2.93601 -4.27410
C: 0.69226 3.58905 -3.49425
C: 0.98562 4.83875 -2.94509
C: 2.22815 5.43069 -3.17719
C: 3.18286 4.78278 -3.96290
C: 2.90205 3.53142 -4.51508
H: -0.28061 3.14109 -3.30399
H: 0.24618 5.35061 -2.33290
H: 2.45436 6.40271 -2.74221
H: 4.14784 5.25193 -4.14165
H: 3.65791 3.03799 -5.12249
O: 3.69247 -0.34179 4.09974
N: 4.42459 -0.49017 5.08954
O: 4.09308 -1.08655 6.12417
C: 5.77425 0.08410 5.03377
C: 6.17793 0.79919 3.89779
C: 7.45433 1.36383 3.86046
C: 8.31895 1.21099 4.94545
C: 7.91809 0.48942 6.07118
C: 6.64300 -0.07742 6.12126
H: 5.51595 0.92735 3.04415
H: 7.77453 1.92633 2.98603
H: 9.31118 1.65787 4.91402
H: 8.59874 0.37221 6.91154
H: 6.34446 -0.63413 7.00709
O: 5.79760 -5.78458 -7.30736
N: 5.79101 -4.54512 -7.34480
O: 6.76201 -3.84804 -7.67233
C: 4.54986 -3.85650 -6.97087
C: 3.43855 -4.60425 -6.55780
C: 2.26855 -3.94254 -6.18013
C: 2.20930 -2.54860 -6.21959
C: 3.31409 -1.80689 -6.64139
C: 4.49060 -2.45733 -7.01879
H: 3.46874 -5.69104 -6.52141
H: 1.40285 -4.51372 -5.85168
H: 1.29669 -2.03688 -5.91878
H: 3.25915 -0.72094 -6.67222
H: 5.34395 -1.86486 -7.34208

net charge	0
HOMO energy	-9.64	eV
gap between HOMO and LUMO	0.3192	Ha
LUMO energy	-0.952	eV

A cluster of 4 separate species, C40H54IN5O10P2 in total, computed with ωB97M-V/def2-TZVPD.

Geometry (Å):
C: -0.95937 -9.44773 -5.33352
C: 0.35729 -9.33012 -5.39923
C: 1.07330 -9.06344 -6.69573
O: 0.82265 -9.68202 -7.70330
O: 2.03487 -8.08754 -6.61944
C: 1.68547 -6.91105 -7.38095
C: 1.04561 -5.82257 -6.48191
C: 1.98258 -4.60246 -6.35899
C: 1.16952 -3.41040 -5.76106
C: 0.74954 -2.44499 -6.88181
C: -0.33084 -1.41851 -6.42943
C: 0.14341 -0.66935 -5.18553
C: 1.47990 -0.29720 -5.15042
C: 1.95708 0.37493 -4.06105
C: 1.15861 0.72746 -3.00547
C: -0.18638 0.39745 -3.03883
C: -0.68205 -0.31954 -4.12583
C: -2.14662 -0.73725 -4.17283
O: -2.98858 0.17409 -4.89807
N: -3.11157 -0.15311 -6.26878
O: -3.94796 -0.94307 -6.45413
C: -1.02194 0.84392 -1.88777
O: -2.23393 0.71716 -1.82661
C: -0.36523 1.54365 -0.71215
C: -1.13882 1.91640 0.35993
C: -0.61253 2.54673 1.45450
P: -1.75091 3.04228 2.83711
O: -3.05088 2.00711 2.75040
I: -2.71525 5.21985 2.31806
C: 0.76684 2.81748 1.54273
P: 1.39502 3.65855 3.03893
N: 1.33721 2.77322 4.30423
O: 0.51909 5.00409 3.13287
O: 2.90461 4.18484 2.82739
C: 1.54367 2.44260 0.46133
O: 2.89180 2.69882 0.53846
C: 3.60113 1.45242 0.76784
C: 4.28463 1.35971 2.14640
C: 4.23821 -0.10882 2.63075
C: 4.86555 -1.11601 1.61911
C: 0.98440 1.83514 -0.65458
C: 1.81004 1.46457 -1.85449
O: 2.98721 1.75135 -1.96449
H: -1.39959 -9.65178 -4.36301
H: -1.57811 -9.30022 -6.21277
H: 0.95390 -9.40182 -4.49160
H: 0.97858 -7.14456 -8.18426
H: 2.61294 -6.55777 -7.83551
H: 0.11860 -5.46473 -6.94234
H: 0.87360 -6.22309 -5.47893
H: 2.35083 -4.27355 -7.33651
H: 2.81266 -4.78885 -5.66894
H: 0.27401 -3.74292 -5.22191
H: 1.82025 -2.91866 -5.04248
H: 1.60437 -1.95313 -7.35542
H: 0.28538 -3.06302 -7.66751
H: -1.24642 -1.98798 -6.28632
H: -0.41949 -0.69418 -7.24715
H: 2.15661 -0.52118 -5.96386
H: 3.00518 0.65565 -4.02720
H: -2.18370 -1.70961 -4.68011
H: -2.56448 -0.92415 -3.18878
H: -2.21108 1.74148 0.36420
H: -2.84873 1.21382 3.25961
H: 0.99241 1.84789 4.07982
H: 0.73110 5.46964 3.95667
H: 3.02098 4.54203 1.93503
H: 4.36485 1.38304 -0.01181
H: 2.97301 0.56359 0.64154
H: 5.32935 1.67576 2.06525
H: 3.75479 1.93606 2.90766
H: 4.78824 -0.17181 3.57410
H: 3.19813 -0.40471 2.80954
H: 5.42680 -0.63594 0.81521
H: 4.10686 -1.80820 1.24225
H: 5.56752 -1.74889 2.17603
C: -5.30763 6.03596 6.34638
C: -4.87466 7.44565 6.73984
C: -4.05371 8.13490 5.64607
C: -2.82838 7.37233 5.37384
N: -1.87225 6.76049 5.16966
H: -4.44813 5.38164 6.18661
H: -5.91320 5.59014 7.13755
H: -5.90323 6.04699 5.43113
H: -4.29972 7.40661 7.65701
H: -5.76172 8.04351 6.95194
H: -3.77760 9.14238 5.95881
H: -4.63255 8.21448 4.72377
C: -5.82299 5.93688 12.00257
C: -4.97444 5.38055 10.86454
C: -3.86147 6.33900 10.42643
C: -4.43196 7.60468 9.94620
N: -4.88069 8.59724 9.58059
H: -6.34367 6.84837 11.70515
H: -6.58079 5.21219 12.30093
H: -5.20823 6.16279 12.87625
H: -5.62090 5.15577 10.01344
H: -4.52312 4.43868 11.18152
H: -3.27488 5.89240 9.62146
H: -3.18878 6.55040 11.25879
C: 4.56462 -6.30512 -2.97148
C: 3.68518 -6.40698 -1.72985
C: 2.21705 -6.07308 -2.01363
C: 2.08989 -4.69606 -2.51119
N: 1.99845 -3.61456 -2.90263
H: 4.58209 -5.28792 -3.36689
H: 5.59248 -6.57858 -2.73295
H: 4.21055 -6.97376 -3.75963
H: 4.07248 -5.73584 -0.96053
H: 3.74534 -7.42098 -1.33012
H: 1.62270 -6.17184 -1.10481
H: 1.80815 -6.75617 -2.76090

net charge	0
HOMO energy	-8.00	eV
gap between HOMO and LUMO	0.2490	Ha
LUMO energy	-1.221	eV

A structure of composition C40H54IrN4O3PTe, computed with ωB97M-V/def2-TZVPD.

Geometry (Å):
Ir: -0.20890 0.38730 0.48190
C: 0.31960 6.58640 0.89250
C: 0.88630 5.84010 -0.31890
C: 1.13550 4.40200 -0.00250
C: 2.32630 3.81010 0.36340
C: 3.67200 4.44360 0.45810
C: 4.00510 4.89270 1.88160
C: 2.04180 2.43380 0.61690
C: 2.99600 1.50330 1.02300
C: 2.79570 0.13150 1.13360
C: 3.80650 -0.85050 1.32660
C: 5.27230 -0.61270 1.47200
C: 5.77800 -0.69600 2.91620
C: 3.18270 -2.09180 1.15280
C: 1.83520 -1.82000 0.90120
C: 0.88310 -2.68770 0.16190
C: -0.55100 -2.62880 0.53400
N: -1.15470 -1.40700 0.52700
C: -2.50970 -1.64920 0.52760
C: -3.47930 -0.66170 0.36360
C: -3.22770 0.69180 0.13770
N: -1.99450 1.27880 0.12230
C: -2.20770 2.61900 -0.14050
C: -1.20620 3.57320 -0.22540
C: 0.14370 3.37750 0.02690
N: 0.71760 2.17340 0.38960
C: -3.60160 2.87340 -0.29710
C: -4.24350 1.66380 -0.12850
C: -5.70230 1.37970 -0.24130
C: -6.39530 1.27970 1.11970
C: -4.22430 4.21450 -0.51580
C: -4.28560 5.00320 0.79790
C: -2.74290 -3.04790 0.57930
C: -1.48420 -3.66560 0.54580
C: -1.20780 -5.13340 0.57430
C: -0.82220 -5.59580 1.98230
C: -4.06010 -3.74230 0.47840
C: -4.37650 -4.05840 -0.99010
N: 1.58700 -0.48060 0.89650
C: 3.79630 -3.44770 1.28050
C: 3.39570 -4.06550 2.62070
H: 0.12440 7.62750 0.63880
H: 1.02530 6.55850 1.72080
H: -0.60880 6.12590 1.22700
H: 1.81980 6.31870 -0.62100
H: 0.18570 5.92300 -1.15230
H: 3.71030 5.30580 -0.21020
H: 4.42780 3.73350 0.11810
H: 3.28450 5.62930 2.22770
H: 4.99850 5.33550 1.91080
H: 3.97960 4.04920 2.56820
H: 3.99800 1.86570 1.17520
H: 5.52110 0.37050 1.06510
H: 5.79920 -1.36360 0.87480
H: 5.27070 0.03420 3.54250
H: 6.84940 -0.50130 2.94740
H: 5.59870 -1.68810 3.32440
H: 1.24850 -3.71570 0.07320
H: -4.51090 -0.97200 0.36530
H: -1.51460 4.57680 -0.47800
H: -5.84150 0.44170 -0.78460
H: -6.18120 2.16750 -0.82810
H: -5.94660 0.49180 1.72110
H: -7.45150 1.05690 0.98410
H: -6.30440 2.21620 1.66360
H: -5.23630 4.09400 -0.90730
H: -3.65230 4.77910 -1.25540
H: -4.91620 4.48600 1.51810
H: -4.69410 5.99900 0.62960
H: -3.29140 5.09740 1.23190
H: -0.39700 -5.37830 -0.12230
H: -2.09440 -5.68130 0.24790
H: 0.03800 -5.03440 2.34050
H: -0.57570 -6.65610 1.98370
H: -1.64350 -5.43370 2.67960
H: -4.85890 -3.12970 0.89960
H: -4.02220 -4.67790 1.04310
H: -4.54110 -3.13690 -1.54530
H: -5.26390 -4.68360 -1.07310
H: -3.53920 -4.58130 -1.44440
H: 4.88320 -3.37370 1.21720
H: 3.46390 -4.09540 0.46240
H: 3.73630 -3.43240 3.43850
H: 3.82990 -5.05450 2.73730
H: 2.31210 -4.14130 2.68380
C: -2.14540 -1.53400 -4.18350
C: -1.49570 -1.83290 -2.84930
O: -0.58240 -2.93330 -3.00030
P: 0.93450 -2.78110 -2.55110
O: 0.93490 -2.05480 -1.15190
Te: 2.04330 -4.83860 -2.55250
O: 1.44220 -1.54790 -3.44080
C: 2.36320 -0.58480 -2.91790
C: 2.71390 0.39570 -4.02090
H: -2.88280 -0.74410 -4.06280
H: -2.63470 -2.43060 -4.55800
H: -1.39140 -1.21890 -4.90120
H: -2.24030 -2.14020 -2.11050
H: -0.97060 -0.95150 -2.46060
H: 3.25690 -1.09950 -2.55140
H: 1.89640 -0.06060 -2.07300
H: 3.23320 -0.11060 -4.83040
H: 3.35430 1.17130 -3.61100
H: 1.80890 0.85260 -4.41150

net charge	0
HOMO energy (alpha / beta)	-6.74 / -6.74	eV
gap between HOMO and LUMO (alpha / beta)	0.1703 / 0.1700	Ha
LUMO energy (alpha / beta)	-2.101 / -2.109	eV

A cluster of 10 separate species, C40H54N6O8 in total, computed with ωB97M-V/def2-TZVPD.

Geometry (Å):
C: -4.86238 -2.48505 -0.57476
C: -5.35563 -1.19185 -0.90767
C: -4.24870 -0.35886 -0.94003
N: -3.16347 -1.04604 -0.52572
C: -3.55727 -2.28676 -0.25571
H: -5.52275 -3.32440 -0.42114
H: -6.38028 -0.92722 -1.09726
H: -4.12540 0.68408 -1.21908
H: -2.23078 -0.73702 -0.33160
H: -2.87044 -2.99423 0.14003
C: 2.40471 -0.24298 -4.08453
C: 3.30078 -0.73586 -3.09968
C: 3.91330 -1.82896 -3.66001
N: 3.44143 -2.03229 -4.90269
C: 2.47445 -1.08174 -5.13440
H: 1.72151 0.59513 -4.03903
H: 3.48172 -0.25319 -2.15163
H: 4.74147 -2.36690 -3.21857
H: 3.83148 -2.72224 -5.53828
H: 1.97821 -1.10828 -6.10436
C: 2.83237 3.18698 -2.68841
C: 2.95645 3.05360 -1.26445
C: 1.67677 3.00729 -0.77815
N: 0.76317 3.08127 -1.83407
C: 1.50886 3.22205 -2.95450
H: 3.62804 3.43557 -3.38228
H: 3.83241 3.15119 -0.60718
H: 1.31819 2.87149 0.23041
H: -0.24335 3.24331 -1.84897
H: 0.99546 3.36228 -3.90765
C: 2.31935 -2.86164 4.34821
C: 1.58628 -3.92395 3.69104
C: 1.91300 -5.07921 4.34081
N: 2.77508 -4.82474 5.35240
C: 3.00705 -3.47053 5.39179
H: 2.41107 -1.85435 3.99176
H: 0.88152 -3.91071 2.86366
H: 1.55331 -6.06840 4.10585
H: 3.06853 -5.49058 6.00992
H: 3.57391 -3.03023 6.20471
C: -0.52258 -3.30542 -3.97661
C: 0.64785 -3.80379 -3.34753
C: 0.29701 -4.76116 -2.44916
N: -1.06562 -4.77358 -2.42283
C: -1.55611 -3.87972 -3.33398
H: -0.48023 -2.51445 -4.71040
H: 1.67655 -3.49778 -3.50659
H: 0.88530 -5.33097 -1.73194
H: -1.67344 -5.46525 -2.00670
H: -2.59965 -3.63735 -3.34281
C: -0.18983 -1.09602 1.12039
C: -0.20072 0.16663 0.45925
C: 0.30296 -0.05393 -0.77866
N: 0.63766 -1.35637 -0.89561
C: 0.34726 -1.97003 0.25362
H: -0.43979 -1.32359 2.13725
H: -0.44999 1.13015 0.89188
H: 0.53969 0.64699 -1.55863
H: 1.01263 -1.76839 -1.74913
H: 0.56954 -3.00374 0.39137
O: 5.50505 -0.86140 0.27776
C: 4.91366 -0.03386 0.92748
C: 3.39327 0.19823 0.97160
C: 3.22169 1.07690 2.22926
C: 4.55654 1.86746 2.19456
O: 5.51254 0.97838 1.62704
H: 3.06636 0.71990 0.07290
H: 2.94844 -0.78973 1.08788
H: 2.41755 1.81255 2.12958
H: 3.05546 0.53567 3.17368
H: 4.44572 2.72147 1.54741
H: 4.92284 2.19974 3.14853
O: -2.24523 2.63170 -2.43577
C: -2.64986 1.66343 -3.06306
C: -1.89609 0.40279 -3.43398
C: -2.81627 -0.28367 -4.44559
C: -4.18449 0.51853 -4.35401
O: -3.94535 1.60461 -3.45734
H: -0.88717 0.58375 -3.74298
H: -1.71322 -0.21250 -2.54844
H: -2.43624 -0.28960 -5.46466
H: -2.98084 -1.31383 -4.20163
H: -4.44734 0.99607 -5.29318
H: -5.05156 0.00336 -3.96383
O: -0.75562 3.57277 1.88659
C: -1.92819 3.50621 1.85202
C: -2.77678 2.67278 0.90104
C: -4.13609 3.37050 0.94857
C: -4.13956 4.04263 2.33498
O: -2.75619 4.19874 2.67354
H: -2.33147 2.71122 -0.10061
H: -2.80182 1.63857 1.23514
H: -4.22970 4.12439 0.17329
H: -5.06761 2.77941 0.94100
H: -4.60084 5.02504 2.37911
H: -4.61230 3.37388 3.04699
O: -0.95197 0.21330 6.41590
C: -0.63435 1.18467 5.79305
C: -0.10312 1.35344 4.38251
C: 0.57731 2.72415 4.46081
C: -0.35574 3.47072 5.42055
O: -0.91076 2.42083 6.33055
H: 0.55206 0.52855 4.07546
H: -0.97265 1.34016 3.72660
H: 1.54241 2.61774 5.00146
H: 0.76484 3.25698 3.52256
H: 0.08382 4.21788 6.07708
H: -1.22904 3.86722 4.89667

net charge	0
HOMO energy	-8.26	eV
gap between HOMO and LUMO	0.3229	Ha
relative energy (zero: lowest compared OMol25 entry of this formula, charge and spin)	52.7	kJ/mol
LUMO energy	0.524	eV

Maximum force, record by record: 8.61; 1.92; 1.43; 2.89 eV Å⁻¹